No. 1
Here is the ion C9H16N5 with charge +1 from the OMol25 dataset. Energies are from ωB97M-V/def2-TZVPD.

Last column: natural (NBO) charge in e.
CARTESIAN COORDINATES (ANGSTROEM)
C: 1.039 -1.030 1.985  0.282
H: 0.053 -1.215 0.029  0.198
H: 0.447 2.312 1.833  0.411
C: 0.190 -2.828 2.772  0.164
H: 1.345 0.730 -1.896  0.226
C: -0.407 -0.197 -3.014  -0.418
H: -2.559 1.470 -1.221  0.220
H: -0.079 -0.203 -4.062  0.257
C: 0.233 0.857 -2.125  -0.233
N: 1.796 0.215 2.137  -0.603
H: 1.747 0.627 2.976  0.373
H: 2.018 0.633 0.046  0.219
H: 0.248 1.890 -2.468  0.226
H: 1.536 -1.515 4.057  0.449
H: -0.278 -1.198 -2.605  0.224
H: -2.221 -0.090 -0.519  0.227
H: -2.486 0.712 -3.534  0.241
H: 0.152 -3.762 3.251  0.213
N: -0.233 -2.753 1.558  -0.414
C: -0.484 1.517 0.265  0.393
C: -1.951 0.582 -1.321  -0.237
C: -1.973 0.065 -2.776  -0.419
N: 0.575 1.766 0.999  -0.542
N: 1.072 -1.799 3.108  -0.557
N: -0.631 1.004 -0.935  -0.352
C: 0.234 -1.586 0.980  -0.195
H: 2.552 1.944 1.380  0.228
H: -2.454 -0.967 -2.882  0.247
H: -1.363 1.698 0.936  0.225
C: 1.882 1.123 1.047  -0.054

## Properties
Charge ... +1
SMILES string ... C(NCNc1cnc[nH]1)=[N+]1CCCC1
2S+1 ... 1
Frontier orbital gap ... 8.3 eV


No. 2
Here is a cluster of 2 separate species, C9H16NO in total from the OMol25 dataset. Energies are from ωB97M-V/def2-TZVPD.

Last column: natural (NBO) charge in e.
CARTESIAN COORDINATES (ANGSTROEM)
C: -1.997 -0.438 0.627  -0.046
H: 3.488 1.107 0.947  0.234
H: 1.198 0.876 -0.977  0.447
H: -0.701 -0.886 -2.461  0.222
H: -2.672 0.544 2.537  0.220
H: 2.939 3.883 0.866  0.259
H: 2.574 1.053 -1.793  0.448
H: -2.480 0.645 -1.076  0.234
C: -1.893 -0.245 -0.733  -0.228
C: -1.096 -1.117 -1.486  -0.309
H: -3.879 -0.268 1.408  0.235
H: 1.822 1.438 1.332  0.250
N: 2.221 0.826 -0.841  -0.748
C: 2.603 1.653 0.513  -0.203
H: -1.044 -3.893 0.581  0.230
C: -1.574 -1.748 1.178  -0.186
H: -1.664 -2.040 2.220  0.226
C: 2.831 3.214 0.027  -0.614
H: 3.759 3.094 -0.612  0.232
C: -2.981 0.414 1.399  -0.647
H: 1.896 3.498 -0.476  0.227
C: -1.059 -2.766 0.414  -0.259
O: -0.052 -3.386 -1.624  -0.686
C: -0.674 -2.389 -0.900  0.281
H: -0.632 -4.173 -1.432  0.487
H: -3.300 1.378 1.181  0.232
H: 2.368 -0.272 -0.819  0.462

## Properties
Charge ... +1
2S+1 ... 1
Frontier orbital gap ... 7.7 eV


No. 3
Here is a cluster of 2 separate species, C9H16NO in total from the OMol25 dataset. Energies are from ωB97M-V/def2-TZVPD.

Last column: natural (NBO) charge in e.
CARTESIAN COORDINATES (ANGSTROEM)
H: 0.548 1.313 -2.624  0.450
H: -2.088 1.507 -0.496  0.211
H: -1.606 -0.502 -1.648  0.227
H: 3.397 -0.829 -0.389  0.263
O: -0.471 -2.611 -0.520  -0.697
H: 3.904 0.807 -0.895  0.228
H: 0.225 -2.077 1.860  0.225
H: -1.760 2.033 3.290  0.233
C: -0.508 0.010 2.051  -0.173
H: 1.060 -0.553 -1.173  0.266
H: 2.101 1.879 -2.591  0.440
C: 1.834 0.285 -1.255  -0.244
C: -1.294 0.997 1.431  -0.042
C: -1.900 2.085 2.212  -0.649
C: -0.695 -1.418 0.100  0.286
H: -2.985 2.097 2.103  0.237
H: -1.617 3.136 1.986  0.229
H: 1.681 0.951 -0.393  0.238
C: 3.307 -0.048 -1.145  -0.641
H: 3.722 -0.412 -2.068  0.215
C: -1.544 0.797 0.078  -0.202
H: -0.510 -3.392 0.037  0.500
H: -0.108 0.239 3.035  0.228
H: 1.772 0.389 -3.298  0.441
N: 1.523 1.028 -2.545  -0.673
C: -0.297 -1.197 1.419  -0.286
C: -1.285 -0.385 -0.630  -0.312

## Properties
Charge ... +1
2S+1 ... 1
Frontier orbital gap ... 8.0 eV


No. 4
Here is a structure of composition C9H16NO16Y from the OMol25 dataset. Energies are from ωB97M-V/def2-TZVPD.

Last column: natural (NBO) charge in e.
CARTESIAN COORDINATES (ANGSTROEM)
O: -14.543 3.413 -2.534  -0.683
H: -19.958 8.247 -9.516  0.166
O: -19.737 -3.792 -8.659  -0.746
H: -20.579 2.863 -8.515  0.362
O: -14.857 1.573 -3.704  -0.800
H: -21.371 5.761 -6.516  0.211
Y: -17.041 0.498 -6.684  2.294
C: -19.081 5.902 -8.307  -0.086
C: -13.825 1.039 -9.583  0.939
H: -21.318 7.337 -8.868  0.167
O: -13.867 0.098 -8.801  -0.781
N: -19.770 3.457 -8.400  -0.838
H: -14.693 -4.032 -3.511  0.470
O: -17.331 -4.774 -4.714  -0.651
H: -18.735 5.807 -9.336  0.169
O: -14.859 1.725 -9.349  -0.826
O: -19.112 -3.447 -10.696  -0.705
H: -21.394 3.949 -6.618  0.210
O: -19.495 7.168 -7.742  -0.529
C: -20.780 4.849 -6.597  -0.616
O: -16.181 -3.054 -4.968  -0.744
H: -21.031 5.030 -8.718  0.144
O: -21.292 -1.435 -3.916  -0.705
H: -18.290 -2.979 -10.861  0.469
C: -16.297 -4.156 -4.511  0.928
O: -20.045 0.206 -4.140  -0.843
C: -20.414 7.883 -8.595  -0.256
H: -12.100 0.755 -10.238  0.493
O: -18.624 -2.001 -9.217  -0.862
C: -19.135 -3.068 -9.464  0.912
O: -15.759 3.272 -4.385  -0.820
C: -20.217 4.791 -8.033  -0.049
O: -15.366 -4.694 -3.684  -0.733
O: -12.836 1.339 -10.437  -0.699
H: -21.575 1.289 -2.994  0.464
O: -21.908 0.392 -2.910  -0.725
H: -20.709 8.788 -8.063  0.188
H: -19.617 3.577 -9.392  0.350
C: -21.018 -0.308 -3.634  0.921
C: -15.064 2.740 -3.507  0.925
H: -13.968 2.726 -2.187  0.487
H: -20.005 4.828 -5.830  0.226
H: -18.201 5.555 -7.764  0.201

## Properties
Charge ... -2
2S+1 ... 1
Frontier orbital gap ... 3.0 eV


No. 5
Here is a cluster of 2 separate species, C9H16NS in total from the OMol25 dataset. Energies are from ωB97M-V/def2-TZVPD.

Last column: natural (NBO) charge in e.
CARTESIAN COORDINATES (ANGSTROEM)
H: 0.680 -2.239 0.135  0.445
H: -2.361 4.827 -0.666  0.233
H: -0.132 4.455 0.580  0.209
H: -1.298 -1.146 -0.301  0.230
C: 1.026 -0.375 -0.476  0.306
H: -2.651 2.990 -0.535  0.208
H: 2.413 -2.934 -1.111  0.210
N: 0.472 -1.303 0.512  -0.436
S: 2.689 2.345 -0.691  0.229
H: 1.556 -2.564 -2.571  0.255
C: 2.314 -2.148 -1.929  -0.672
H: -2.735 4.178 0.766  0.227
C: 1.943 -0.804 -1.354  -0.285
H: 2.120 -1.981 1.674  0.232
C: -0.962 -1.175 0.691  -0.412
C: 1.380 -1.209 1.748  -0.432
H: -1.384 -0.365 1.266  0.255
H: -0.791 1.814 -0.872  0.234
H: 0.872 -1.354 2.718  0.245
C: -0.855 3.645 0.215  -0.119
C: 1.178 2.484 -0.471  -0.117
H: -1.317 -2.017 1.222  0.231
C: -0.190 2.569 -0.420  -0.430
H: 2.507 -0.163 -1.991  0.261
C: -2.321 3.836 -0.076  -0.639
H: 3.232 -2.173 -2.590  0.270
H: 1.909 -0.247 1.891  0.262

## Properties
Charge ... +1
2S+1 ... 3
Frontier orbital gap (alpha / beta) ... 6.1 / 6.4 eV


No. 6
Here is the molecule C9H16O from the OMol25 dataset. Energies are from ωB97M-V/def2-TZVPD.

Last column: natural (NBO) charge in e.
CARTESIAN COORDINATES (ANGSTROEM)
H: -2.444 1.819 1.151  0.224
C: 1.838 0.388 1.611  -0.625
C: -1.393 2.121 1.267  -0.658
H: 0.731 -1.382 -2.033  0.215
C: -0.483 1.131 0.692  0.069
C: -0.726 -1.318 -0.431  0.216
C: -1.946 -1.105 -1.338  -0.617
H: 1.073 1.688 -1.515  0.205
H: -1.257 3.093 0.786  0.227
O: -1.088 -2.090 0.710  -0.709
C: 0.957 0.800 0.444  -0.069
H: 2.591 0.971 -0.964  0.203
H: -2.762 -0.697 -0.741  0.219
C: 1.715 1.535 -0.651  -0.621
H: 2.629 -0.283 1.281  0.203
C: -0.254 -0.014 0.098  -0.006
H: -1.175 2.239 2.324  0.230
H: 0.069 -2.966 -1.592  0.201
H: 2.310 1.265 2.062  0.201
H: 1.253 -2.176 -0.533  0.221
H: -2.268 -2.046 -1.787  0.201
H: -1.370 -2.958 0.412  0.462
H: 1.244 -0.117 2.374  0.214
C: 0.409 -2.005 -1.200  -0.621
H: -1.708 -0.399 -2.131  0.215
H: 2.055 2.508 -0.298  0.203

## Properties
SMILES string ... CC1=C(C(C)(C)O)C1(C)C
2S+1 ... 1
Frontier orbital gap ... 9.5 eV


No. 7
Here is the molecule C9H16O3S from the OMol25 dataset. Energies are from ωB97M-V/def2-TZVPD.

Last column: natural (NBO) charge in e.
CARTESIAN COORDINATES (ANGSTROEM)
C: 0.162 -0.503 1.392  -0.627
H: 1.756 1.865 1.194  0.218
H: -1.937 -1.400 -0.081  0.219
H: 0.997 -3.656 -2.676  0.209
H: -2.639 0.191 0.399  0.234
H: -1.934 -0.205 -1.372  0.246
H: 1.993 1.023 -0.445  0.219
O: 1.459 0.872 -3.015  -0.923
H: 1.179 -0.018 1.452  0.226
H: 1.493 -0.658 -1.068  0.260
H: -1.878 2.280 0.625  0.217
C: 1.468 1.781 0.203  -0.666
H: 0.522 -1.555 1.342  0.226
H: 1.770 2.823 -0.217  0.240
C: -1.779 -0.338 -0.179  -0.638
C: 1.014 -2.574 -2.531  -0.355
H: 1.914 -2.043 -2.867  0.207
S: 0.152 0.624 -2.442  2.312
C: 0.410 -0.642 -1.101  -0.466
H: -0.409 -0.262 2.329  0.233
O: -0.295 1.852 -1.428  -0.711
H: -0.584 3.422 0.467  0.228
C: -0.386 -0.029 0.101  -0.124
O: -0.962 0.369 -3.336  -0.902
C: -0.801 2.464 0.744  -0.630
H: -0.693 -2.655 -1.397  0.215
C: 0.151 -2.065 -1.664  -0.206
C: -0.019 1.450 -0.045  0.325
H: -0.666 2.368 1.870  0.214

## Properties
SMILES string ... C=C[C@@H]1C(C)(C)C(C)(C)OS1(=O)=O
2S+1 ... 1
Frontier orbital gap ... 10.7 eV


No. 8
Here is the molecule C9H16S from the OMol25 dataset. Energies are from ωB97M-V/def2-TZVPD.

Last column: natural (NBO) charge in e.
CARTESIAN COORDINATES (ANGSTROEM)
H: -1.389 -0.312 -2.155  0.214
C: -1.351 1.148 0.922  -0.619
C: -1.802 1.027 -0.522  -0.434
C: 2.398 1.173 0.392  -0.821
C: -1.055 -0.141 -1.161  -0.204
H: 0.856 -0.217 -2.036  0.214
H: -2.439 -1.392 -0.466  0.202
H: 3.346 1.056 -0.313  0.248
H: 2.353 -2.479 0.097  0.213
H: -0.440 -1.937 1.473  0.233
C: 2.768 -1.433 0.153  -0.999
H: 3.557 -1.179 -0.618  0.199
H: 0.531 1.192 -1.223  0.203
H: -1.046 -2.339 -0.716  0.212
H: -0.784 2.236 1.212  0.223
C: -1.141 -1.238 1.179  -0.623
C: -0.669 0.057 1.701  0.127
S: 1.494 -0.302 0.300  0.895
H: -2.878 0.880 -0.719  0.215
H: -1.925 -1.415 1.884  0.265
C: -1.453 -1.379 -0.269  -0.414
H: -2.342 1.269 1.547  0.299
H: 1.724 2.099 0.087  0.233
C: 0.451 0.162 -1.225  -0.557
H: 2.735 1.435 1.458  0.267
H: -1.497 2.027 -0.980  0.211

## Properties
2S+1 ... 1
Frontier orbital gap ... 7.7 eV


How do the records compare in maximum force? In the order shown, they have 6.1, 5.1, 2.3, 7.6, 6.0, 1.6, 4.6, 4.9 eV Å⁻¹.